1.
41
Properties=species:S:1:pos:R:3 method="wB97M-V/def2-TZVPD" gap_ev=8.94 homo_ev=-8.74 smiles="CN1CCCN(C(=O)COc2cccc(C(F)(F)F)c2)CC1" lumo_ev=0.2 e_above_lowest_kj_mol=1405.3 total_charge=0
F 6.9315 -0.9919 -0.3977
F 5.5435 -2.0046 0.6224
F 6.3867 -0.4458 1.8249
O -1.4421 2.0721 1.9617
O 1.4270 0.6677 0.6022
N -3.8158 -0.5829 -0.2745
N -1.4345 -0.0837 0.8484
C 3.5287 -0.0326 0.6338
C -5.3278 -0.5654 -0.5171
C 4.2634 1.7500 -1.4785
C 0.3249 1.6182 0.1182
C -0.9372 -0.9200 0.0852
C -0.9610 1.2289 1.1391
C -3.5517 -0.9163 1.0636
C 2.5580 1.0882 0.0882
C -1.6855 -0.6784 -1.2961
C 4.8729 0.0712 -0.1266
C -3.1667 -1.1967 -1.2892
C -2.5986 -0.1803 1.7649
C 5.2409 1.1432 -0.8995
C 2.8440 1.9527 -0.9775
C 5.8852 -0.9235 0.5927
H -3.1037 0.7690 2.0258
H 0.1090 1.6663 -1.0696
H -3.4179 -2.0492 1.3846
H -3.1766 -2.3562 -1.0235
H 0.0363 -1.0004 -0.0589
H -3.6361 -1.1636 -2.3565
H -1.7807 0.1635 -1.4818
H 2.1461 2.6054 -1.0592
H -6.0227 0.1965 0.2032
H -1.1445 -1.4834 -1.9213
H 0.5759 2.6605 0.3563
H 3.3739 -0.9112 1.2917
H -4.5982 -0.9088 1.5093
H -5.7521 -1.6458 -0.4271
H 6.1066 1.2093 -1.1664
H -5.5266 -0.0976 -1.5801
H -1.2198 -2.0965 0.5519
H -2.3338 -0.4307 2.7726
H 4.4794 2.8026 -2.0393

2.
45
Properties=species:S:1:pos:R:3 method="wB97M-V/def2-TZVPD" gap_ev=8.71 homo_ev=-8.66 smiles="CN(C(=O)c1cnc(N2CC(F)(F)C2)c(OCC(F)(F)F)n1)C(C)(C)C" lumo_ev=0.0 e_above_lowest_kj_mol=0.0 total_charge=0
F 0.3661 2.2915 -5.0827
F -0.9196 4.0769 -5.0337
F -0.5672 5.0070 1.2633
F 1.4956 4.2646 1.3010
F 0.3304 4.2169 3.1356
O -2.1230 -3.0723 0.5189
O -0.4833 2.5001 0.0402
N -0.7701 0.1670 0.3948
N -0.0843 -2.7804 1.4557
N -2.0190 0.0302 -2.1442
N -1.4913 2.2644 -2.5837
C -0.8734 1.2640 -0.3788
C -0.4681 -3.7868 2.4751
C -0.6189 2.9404 -4.3693
C -0.3037 3.0850 -2.8823
C 0.2696 4.0539 1.7826
C -1.2506 -1.0085 -0.0683
C 2.2813 -3.5152 1.8583
C -1.8757 -1.0405 -1.3543
C -1.5002 1.1517 -1.6786
C -0.2414 2.6479 1.4511
C 1.3282 -2.3238 1.4221
C 1.8504 -1.9540 0.0062
C -1.1903 -2.3208 0.6788
C 1.4393 -1.1543 2.4476
C -1.7889 2.0525 -4.0121
H -0.3647 4.1238 -2.5244
H -1.7238 1.0257 -4.3749
H 3.3689 -3.2414 1.8238
H 2.4061 -1.2288 2.9619
H -1.5312 -3.6282 2.7733
H -2.7284 2.5064 -4.3598
H -2.1900 -2.0024 -1.8152
H 0.6662 2.6441 -2.6062
H -0.3360 -4.8095 2.0865
H 0.0784 -3.6440 3.4122
H 0.5089 1.9063 1.7794
H 2.2119 -4.3473 1.1779
H 1.3374 -0.1973 1.9397
H 2.0569 -3.9148 2.8778
H -1.1611 2.4709 2.0332
H 1.3197 -1.1035 -0.3787
H 1.7204 -2.7785 -0.7212
H 0.6555 -1.1462 3.2210
H 2.9131 -1.6928 0.0505

3.
42
Properties=species:S:1:pos:R:3 method="wB97M-V/def2-TZVPD" gap_ev="6.63 / 5.71" homo_ev="-9.66 / -11.36" lumo_ev="-3.0 / -5.7" multiplicity=5 total_charge=+1
Fe 0.0893 -1.6672 -0.8844
O 1.9677 -2.5992 1.1361
O -2.3825 3.8937 4.5885
O 0.3349 -4.1232 -2.1870
O -2.1421 5.1295 2.6178
O -1.5745 -2.6562 1.3658
N -0.0101 3.4848 2.0076
N -0.6887 3.4987 3.2398
C -0.7839 1.3265 0.9503
C -4.6533 4.8084 4.0730
C 1.9773 1.2838 -0.1920
C -0.0278 0.3699 -1.3509
C -1.8026 4.2634 3.4161
C 1.5614 2.1806 0.7511
C 1.3768 0.4508 -1.1585
C -4.1374 3.7017 6.2237
C -3.1664 5.9378 5.7152
C -0.9523 0.8258 -0.3162
C -1.0546 -2.1850 0.4275
C 1.3025 -2.1856 0.2659
C 0.2628 -2.9914 -1.9317
C 0.3171 2.1678 1.5689
C -3.5946 4.6129 5.1257
H -4.2582 5.4018 3.2482
H -5.0043 4.1712 6.7212
H -1.9757 0.5319 -0.6122
H -5.5050 5.3397 4.5146
H -2.7763 6.5894 4.9296
H -0.4163 0.2021 -2.3796
H 0.9164 3.9329 2.1186
H -5.0245 3.8442 3.7092
H 2.3132 2.9064 1.0761
H -2.4042 5.7912 6.4893
H -0.4751 2.7199 3.8481
H -0.5683 4.0139 1.3058
H -4.0300 6.4360 6.1737
H 3.0736 1.2633 -0.2393
H 0.5285 1.6153 2.4928
H -4.4837 2.7422 5.8066
H -3.3814 3.4910 6.9970
H 2.0815 -0.0123 -1.8712
H -1.3750 0.8142 1.7562

4.
46
Properties=species:S:1:pos:R:3 method="wB97M-V/def2-TZVPD" gap_ev="7.63 / 5.42" homo_ev="-11.43 / -11.24" lumo_ev="-3.8 / -5.8" e_above_lowest_kj_mol=175.5 multiplicity=2 total_charge=+1
Ir -0.1379 0.5581 0.3031
S 1.3056 2.2058 -0.5052
S 1.7157 -0.0656 1.7536
S -1.5757 -1.6734 -0.1030
S 1.4814 -0.9737 -1.3984
O -1.7800 -0.4613 0.8843
O -0.2433 -2.1163 0.3894
O -1.3967 -0.9721 -1.3719
O -1.2422 1.6956 -0.8225
O -2.6047 -2.6447 -0.0289
N -2.3990 2.8026 2.8995
N -0.8655 1.8171 1.7278
C 2.6070 -1.8286 -0.2395
C 2.2343 -1.7282 1.2403
C 1.8187 1.6441 -2.1451
C 3.1557 0.8931 1.1477
C -5.3243 2.0325 -0.2546
C -4.4736 2.1718 0.8254
C -3.0980 2.0502 0.6413
C -2.5933 1.7667 -0.6299
C -0.3181 2.1664 2.9563
C 2.8075 2.2198 0.4929
C -1.2670 2.7911 3.6834
C -4.8045 1.7595 -1.5125
C 2.5456 0.3100 -2.1516
C -3.4391 1.6175 -1.7121
C -2.1486 2.1949 1.7316
H 2.3987 2.4435 -2.6065
H 0.8684 1.5738 -2.6801
H -6.3925 2.1137 -0.1103
H 2.6058 -2.8855 -0.5048
H 2.6392 2.9908 1.2456
H 3.7847 1.0790 2.0186
H -3.2818 3.2253 3.1338
H 3.0659 -2.0416 1.8736
H 3.6148 -1.4675 -0.4392
H 3.6274 2.5773 -0.1316
H -1.2380 3.2242 4.6667
H -3.0288 1.3749 -2.6816
H 0.7025 1.9706 3.2309
H 2.7638 0.0402 -3.1848
H 3.5027 0.3766 -1.6350
H -5.4778 1.6336 -2.3503
H 1.3708 -2.3411 1.4677
H -4.8888 2.3369 1.8127
H 3.7219 0.2586 0.4757